#A
C6H9N | the ωB97M-V functional and the def2-TZVPD basis

Structure (XYZ):
```
16
Properties=species:S:1:pos:R:3:nbo_charge:R:1
C 1.335 -0.890 0.765 -0.61
C 1.266 0.094 -0.381 -0.19
C 0.338 -0.090 -1.532 -0.39
C 0.091 1.039 -0.551 -0.30
C -1.084 0.882 0.295 0.25
N -1.966 1.509 0.933 -0.32
C -2.089 -0.005 0.839 -0.34
H 0.356 -1.328 0.976 0.22
H 2.026 -1.707 0.528 0.22
H 1.690 -0.399 1.678 0.22
H 2.220 0.557 -0.629 0.22
H 0.663 0.168 -2.535 0.22
H -0.369 -0.915 -1.479 0.22
H 0.308 2.059 -0.856 0.24
H -2.886 -0.392 0.202 0.18
H -1.899 -0.580 1.746 0.18
```

Results
Highest occupied orbital energy = -0.35696 Eh
SMILES = C[C@H]1C[C@H]1C1=NC1
Kohn-Sham gap = 10.782 eV


#B
C6H9N | the ωB97M-V functional and the def2-TZVPD basis

Structure (XYZ):
```
16
Properties=species:S:1:pos:R:3:nbo_charge:R:1
C -1.376 -0.803 -0.532 -0.62
C -0.245 0.065 -1.039 -0.19
C 1.048 0.141 -0.282 -0.18
C 1.327 -0.734 0.917 -0.62
C 0.095 1.328 -0.275 -0.36
C -0.749 1.593 0.864 0.29
N -1.479 1.756 1.748 -0.34
H -2.362 -0.441 -0.845 0.22
H -1.217 -1.802 -0.935 0.22
H -1.410 -0.875 0.559 0.22
H -0.168 0.129 -2.123 0.22
H 1.930 0.340 -0.890 0.22
H 0.418 -0.970 1.472 0.22
H 1.766 -1.682 0.582 0.22
H 2.030 -0.261 1.609 0.22
H 0.391 2.214 -0.830 0.26
```

Results
Highest occupied orbital energy = -0.38263 Eh
SMILES = C[C@@H]1[C@H](C)[C@@H]1C#N
Kohn-Sham gap = 11.291 eV


Energetically preferred structure: #B | next structure: +156.3 kJ/mol


#A
C6H9N | the ωB97M-V functional and the def2-TZVPD basis

Structure (XYZ):
```
16
Properties=species:S:1:pos:R:3:nbo_charge:R:1
C -1.758 -0.570 0.054 -0.62
C -0.349 -0.037 -0.010 0.12
C 0.936 -0.803 0.316 -0.35
C 1.535 -0.123 -0.932 -0.23
N 0.246 0.615 -1.202 -0.37
C -0.003 1.486 -0.094 -0.19
C 0.855 0.040 1.512 -0.25
H -1.958 -1.298 -0.739 0.23
H -2.492 0.230 -0.054 0.22
H -1.962 -1.062 1.009 0.23
H 0.864 -1.893 0.340 0.23
H 2.398 0.529 -0.762 0.20
H 1.722 -0.799 -1.770 0.21
H -0.932 2.043 -0.161 0.21
H 0.820 2.062 0.332 0.25
H 0.079 -0.420 2.161 0.13
```

Results
Highest occupied orbital energy = -0.28354 Eh
Kohn-Sham gap = 8.761 eV


#B
C6H9N | the ωB97M-V functional and the def2-TZVPD basis

Structure (XYZ):
```
16
Properties=species:S:1:pos:R:3:nbo_charge:R:1
C 1.594 -0.698 0.964 -0.60
C 0.467 -0.182 0.107 -0.07
C 0.624 0.788 -1.022 -0.41
C -0.225 1.156 0.150 -0.26
C -1.619 0.446 0.074 -0.06
N -1.850 -0.500 -0.965 -0.61
C -0.936 -0.889 0.045 -0.05
H 1.227 -1.117 1.910 0.21
H 2.291 0.111 1.215 0.21
H 2.166 -1.483 0.453 0.21
H 1.585 1.288 -1.114 0.23
H 0.108 0.581 -1.954 0.21
H 0.000 1.984 0.822 0.22
H -2.488 0.754 0.649 0.20
H -1.782 -0.463 -1.967 0.38
H -1.165 -1.776 0.631 0.20
```

Results
Highest occupied orbital energy = -0.31613 Eh
SMILES = C[C@]12C[C@H]1[C@H]1N[C@H]12
Kohn-Sham gap = 9.752 eV


#C
C6H9N | the ωB97M-V functional and the def2-TZVPD basis

Structure (XYZ):
```
16
Properties=species:S:1:pos:R:3:nbo_charge:R:1
C -2.543 -0.370 0.094 -0.64
C -1.124 0.100 0.058 0.12
C -0.634 1.376 0.162 -0.30
C 0.785 1.299 0.137 -0.30
C 1.133 -0.020 0.003 0.12
C 2.490 -0.613 -0.207 -0.64
N -0.040 -0.744 -0.037 -0.51
H -2.823 -0.762 1.079 0.22
H -3.199 0.479 -0.120 0.23
H -2.757 -1.146 -0.651 0.21
H -1.240 2.270 0.237 0.21
H 1.483 2.125 0.192 0.22
H 2.575 -1.072 -1.199 0.21
H 3.230 0.192 -0.156 0.23
H 2.771 -1.366 0.539 0.21
H -0.106 -1.746 -0.129 0.40
```

Results
Highest occupied orbital energy = -0.28235 Eh
SMILES = Cc1ccc(C)[nH]1
Kohn-Sham gap = 8.719 eV


Energetically preferred structure: #C | next structure: +360.6 kJ/mol


#A
C3H11N3 | the ωB97M-V functional and the def2-TZVPD basis

Structure (XYZ):
```
17
Properties=species:S:1:pos:R:3:nbo_charge:R:1
C 1.819 -0.217 -1.315 -0.06
N 0.847 0.372 -1.851 -0.39
C -0.439 -0.224 -2.120 -0.44
H 2.780 0.256 -1.483 0.17
H 1.792 -1.127 -0.706 0.14
H -1.142 0.508 -2.490 0.21
H -0.880 -0.701 -1.241 0.18
H -0.363 -1.059 -2.814 0.20
N -1.191 0.961 0.886 -0.82
C -0.441 -0.253 1.209 -0.07
N -0.181 -0.528 2.637 -0.84
H -2.135 0.791 1.199 0.34
H -0.868 1.685 1.495 0.34
H -0.967 -1.102 0.784 0.18
H 0.566 -0.244 0.808 0.18
H 0.102 0.338 3.085 0.34
H -1.033 -0.799 3.120 0.34
```

Results
Highest occupied orbital energy = -0.33129 Eh
SMILES = C=NC.NCN
Kohn-Sham gap = 9.985 eV


#B
C3H11N3 | the ωB97M-V functional and the def2-TZVPD basis

Structure (XYZ):
```
17
Properties=species:S:1:pos:R:3:nbo_charge:R:1
H 2.429 -0.544 0.141 0.32
N 1.785 -0.988 -0.515 -0.71
C 0.558 -0.836 -0.104 0.43
C -0.516 -1.514 -0.926 -0.68
N 0.296 -0.359 1.176 -0.49
N -0.825 -0.730 1.922 -0.63
H -0.792 -0.840 -1.743 0.24
H -0.149 -2.444 -1.366 0.25
H -1.416 -1.750 -0.358 0.21
H 1.015 0.192 1.641 0.38
H -1.684 -0.491 1.425 0.35
H -0.844 -1.741 2.076 0.34
C 0.029 2.430 -0.673 -0.85
H -0.031 2.522 0.412 0.21
H 0.756 3.142 -1.065 0.22
H -0.954 2.596 -1.116 0.21
H 0.342 1.354 -0.926 0.22
```

Results
Highest occupied orbital energy = -0.32445 Eh
SMILES = [H]/N=C(/C)NN.C
Kohn-Sham gap = 9.751 eV


#C
C3H11N3 | the ωB97M-V functional and the def2-TZVPD basis

Structure (XYZ):
```
17
Properties=species:S:1:pos:R:3:nbo_charge:R:1
H 3.551 0.312 -2.205 0.35
N 3.320 0.351 -1.205 -0.78
C 3.447 -0.939 -0.924 0.31
N 2.273 -1.617 -0.528 -0.80
H 4.148 -1.648 -1.323 0.14
H 2.441 -2.512 -0.020 0.37
H 1.506 -0.957 -0.065 0.40
C -2.798 0.452 -0.244 -0.63
C -1.811 0.312 0.910 -0.18
N -1.455 1.574 1.551 -0.87
H -3.594 -0.232 0.021 0.21
H -2.359 0.057 -1.178 0.22
H -3.208 1.448 -0.236 0.21
H -0.736 -0.175 0.652 0.14
H -2.291 -0.374 1.617 0.17
H -0.643 1.560 2.062 0.37
H -1.791 2.389 1.115 0.37
```

Results
Highest occupied orbital energy = -0.31491 Eh
SMILES = [H]/N=C/N.CCN
Kohn-Sham gap = 9.414 eV


Energetically preferred structure: #B | next structure: +20.2 kJ/mol


#A
C3H11N3 | the ωB97M-V functional and the def2-TZVPD basis

Structure (XYZ):
```
17
Properties=species:S:1:pos:R:3:nbo_charge:R:1
C 1.339 -1.392 0.591 -0.07
N 2.013 -1.248 -0.461 -0.39
C 2.535 0.070 -0.781 -0.45
H 0.757 -2.250 0.919 0.18
H 1.383 -0.587 1.334 0.12
H 1.913 0.910 -0.443 0.19
H 3.456 0.181 -0.193 0.21
H 2.648 0.120 -1.858 0.22
N -1.341 0.158 -0.832 -0.86
C -1.497 0.558 0.566 -0.05
N -2.702 1.390 0.712 -0.82
H -2.202 -0.215 -1.201 0.37
H -0.539 -0.440 -0.949 0.37
H -0.634 1.158 0.864 0.15
H -1.558 -0.361 1.167 0.15
H -2.441 2.355 0.551 0.35
H -2.820 1.451 1.727 0.35
```

Results
Highest occupied orbital energy = -0.33220 Eh
SMILES = C=NC.NCN
Kohn-Sham gap = 9.971 eV


#B
C3H11N3 | the ωB97M-V functional and the def2-TZVPD basis

Structure (XYZ):
```
17
Properties=species:S:1:pos:R:3:nbo_charge:R:1
C 0.029 1.814 2.403 -0.50
C -0.462 0.594 2.074 0.02
N 0.262 -0.645 2.022 -0.87
H 0.924 1.849 2.949 0.18
H -0.300 2.785 2.009 0.21
H -1.333 0.592 1.369 0.17
H 1.090 -0.498 2.555 0.34
H 0.611 -0.923 1.036 0.42
N 0.715 -0.387 -0.982 -0.89
C -0.286 -0.226 -2.079 -0.06
N -1.013 -1.456 -2.377 -0.85
H 1.607 -0.775 -1.306 0.37
H 0.836 0.658 -0.633 0.37
H -1.048 0.551 -1.889 0.19
H 0.324 0.060 -2.914 0.16
H -0.393 -2.242 -2.717 0.36
H -1.561 -1.752 -1.521 0.37
```

Results
Highest occupied orbital energy = -0.30450 Eh
SMILES = C=CN.NCN
Kohn-Sham gap = 9.144 eV


#C
C3H11N3 | the ωB97M-V functional and the def2-TZVPD basis

Structure (XYZ):
```
17
Properties=species:S:1:pos:R:3:nbo_charge:R:1
C 0.284 0.996 -3.650 -0.50
C 0.589 -0.210 -4.216 0.01
N 0.237 -1.373 -3.524 -0.85
H 0.121 0.936 -2.568 0.19
H 0.852 1.801 -4.079 0.19
H 0.808 -0.204 -5.299 0.19
H 0.533 -1.679 -2.621 0.39
H 0.037 -2.154 -4.137 0.37
N -0.701 -0.401 4.249 -0.86
C -0.550 0.717 3.307 -0.05
N 0.372 0.429 2.220 -0.82
H -1.282 -1.122 3.857 0.34
H -1.215 -0.163 5.086 0.36
H -0.197 1.598 3.841 0.18
H -1.572 0.904 2.959 0.15
H 0.332 -0.565 1.972 0.35
H 1.352 0.489 2.601 0.35
```

Results
Highest occupied orbital energy = -0.30390 Eh
SMILES = C=CN.NCN
Kohn-Sham gap = 9.294 eV


#D
C3H11N3 | the ωB97M-V functional and the def2-TZVPD basis

Structure (XYZ):
```
17
Properties=species:S:1:pos:R:3:nbo_charge:R:1
H -2.059 -1.952 3.605 0.34
N -1.823 -1.718 2.649 -0.72
C -2.196 -2.585 1.798 0.28
N -2.154 -2.316 0.457 -0.82
H -2.505 -3.589 2.037 0.15
H -1.610 -1.505 0.204 0.39
H -2.081 -2.994 -0.280 0.39
C 1.842 2.150 -1.999 -0.63
C 1.583 1.029 -0.932 -0.21
N 0.792 1.422 0.224 -0.85
H 1.130 2.135 -2.811 0.21
H 1.775 3.129 -1.500 0.20
H 2.895 2.109 -2.236 0.21
H 1.122 0.184 -1.435 0.19
H 2.555 0.805 -0.503 0.18
H 0.951 2.395 0.473 0.35
H -0.216 1.300 0.248 0.36
```

Results
Highest occupied orbital energy = -0.32370 Eh
SMILES = [H]/N=C/N.CCN
Kohn-Sham gap = 9.786 eV


Energetically preferred structure: #D | next structure: +80.1 kJ/mol


#A
C6H9NO | the ωB97M-V functional and the def2-TZVPD basis

Structure (XYZ):
```
17
Properties=species:S:1:pos:R:3:nbo_charge:R:1
C -1.123 -1.304 0.725 -0.37
C 3.222 -0.381 0.309 -0.71
C -2.682 0.253 -0.448 -0.63
C -0.239 0.720 -0.286 0.45
C 1.951 0.269 0.709 0.17
C -1.326 -0.183 0.020 -0.06
O -0.552 1.882 -0.952 -0.67
N 0.984 0.447 -0.032 -0.41
H 0.243 2.420 -1.044 0.49
H -1.947 -1.948 0.984 0.20
H -0.143 -1.652 1.000 0.20
H 3.254 -0.710 -0.734 0.20
H 3.376 -1.240 0.964 0.24
H 4.040 0.316 0.494 0.24
H -3.442 -0.440 -0.101 0.22
H -2.715 0.301 -1.533 0.22
H -2.903 1.251 -0.075 0.23
```

Results
Highest occupied orbital energy (spin up / spin down) = -0.25745 / -0.25751 Eh
Kohn-Sham gap (spin up / spin down) = 7.420 / 7.423 eV


#B
C6H9NO | the ωB97M-V functional and the def2-TZVPD basis

Structure (XYZ):
```
17
Properties=species:S:1:pos:R:3:nbo_charge:R:1
C 0.475 2.170 0.557 -0.37
C 0.095 1.010 0.053 0.10
C -1.721 1.113 -0.413 0.14
N -2.846 1.196 -0.687 -0.42
C 0.212 -0.432 0.006 0.21
C -0.256 -1.188 1.229 -0.63
C 0.023 -1.147 -1.316 -0.64
O 1.760 -0.092 0.207 -0.75
H -0.159 3.043 0.467 0.24
H 1.489 2.321 0.911 0.23
H -0.182 -0.571 2.126 0.23
H -1.305 -1.461 1.096 0.24
H 0.354 -2.084 1.365 0.24
H 0.366 -0.541 -2.158 0.22
H -1.038 -1.354 -1.472 0.25
H 0.588 -2.084 -1.307 0.23
H 2.145 0.102 -0.664 0.47
```

Results
Highest occupied orbital energy = -0.37857 Eh
SMILES = C=C(C#N)C(C)(C)O
Kohn-Sham gap = 10.887 eV


Energetically preferred structure: #A | next structure: +74.3 kJ/mol


#A
C6H9NO | the ωB97M-V functional and the def2-TZVPD basis

Structure (XYZ):
```
17
Properties=species:S:1:pos:R:3:nbo_charge:R:1
C 2.457 -1.300 -0.073 -0.20
C 1.379 -0.815 0.185 -0.03
C 0.004 -0.364 0.263 -0.03
C -1.164 -1.195 -0.222 -0.04
O -2.303 -0.429 -0.355 -0.70
C -0.406 0.717 1.204 -0.23
N -0.260 1.009 -0.181 -0.41
C 0.864 1.834 -0.564 -0.42
H 3.324 -1.651 -0.486 0.22
H -0.829 -1.569 -1.167 0.16
H -1.291 -2.016 0.468 0.18
H -2.088 0.311 -0.880 0.49
H 0.326 1.100 1.908 0.20
H -1.378 0.639 1.665 0.22
H 0.655 2.912 -0.404 0.20
H 0.920 1.726 -1.662 0.21
H 1.808 1.658 -0.082 0.19
```

Results
Highest occupied orbital energy = -0.33632 Eh
SMILES = C#C[C@@]1(CO)CN1C
Kohn-Sham gap = 10.138 eV


#B
C6H9NO | the ωB97M-V functional and the def2-TZVPD basis

Structure (XYZ):
```
17
Properties=species:S:1:pos:R:3:nbo_charge:R:1
C -2.168 -0.403 -0.052 0.02
N -1.637 -1.515 0.053 -0.10
O -0.242 -1.639 -0.154 -0.35
C 0.512 -0.454 -0.179 0.17
C -0.005 0.842 -0.637 -0.42
C -1.301 0.848 0.190 -0.48
C 1.426 -0.078 0.888 -0.45
C 1.852 -0.716 -0.361 -0.39
H -3.348 -0.460 0.098 0.22
H -0.159 0.743 -1.721 0.21
H 0.721 1.571 -0.644 0.23
H -2.079 1.817 -0.076 0.21
H -1.324 0.969 1.354 0.25
H 1.454 -0.791 1.737 0.22
H 1.644 0.928 1.217 0.22
H 2.478 0.044 -1.125 0.18
H 2.176 -1.706 -0.588 0.25
```

Results
Highest occupied orbital energy = -0.34488 Eh
SMILES = C1=NOC2(CC1)CC2
Kohn-Sham gap = 10.256 eV


#C
C6H9NO | the ωB97M-V functional and the def2-TZVPD basis

Structure (XYZ):
```
17
Properties=species:S:1:pos:R:3:nbo_charge:R:1
C 0.055 -1.708 0.220 -0.23
C -0.667 -0.636 0.361 -0.17
C -2.502 0.069 0.131 0.79
C 0.710 -0.252 0.127 -0.09
C 1.619 0.000 1.211 -0.62
C 1.128 0.163 -1.286 -0.64
N -2.123 1.340 -0.018 -0.82
O -3.420 -0.665 0.063 -0.54
H 0.004 -2.713 0.074 0.22
H 1.792 1.072 1.473 0.19
H 2.595 -0.215 0.817 0.21
H 1.329 -0.643 2.021 0.23
H 1.537 -0.706 -2.027 0.22
H 1.865 0.916 -1.384 0.21
H 0.149 0.433 -1.720 0.21
H -1.187 1.546 0.123 0.43
H -2.883 1.998 -0.185 0.40
```

Results
Highest occupied orbital energy = -0.30665 Eh
Kohn-Sham gap = 9.106 eV


#D
C6H9NO | the ωB97M-V functional and the def2-TZVPD basis

Structure (XYZ):
```
17
Properties=species:S:1:pos:R:3:nbo_charge:R:1
C 1.226 -0.702 -0.009 -0.44
C -0.024 -1.121 0.723 0.09
C -0.685 0.124 1.373 -0.45
C -1.370 0.125 -0.019 0.11
C -0.266 1.069 -0.666 -0.16
C 0.683 0.015 -1.165 -0.11
H 1.802 -1.556 -0.456 0.21
H 1.919 -0.137 0.655 0.22
H 0.148 -2.072 1.176 0.20
H -1.478 -0.084 2.107 0.23
H -0.032 0.899 1.890 0.21
H -2.439 0.470 -0.148 0.19
H 0.037 1.758 0.090 0.18
H 1.124 1.975 -1.632 0.34
H 0.167 -0.795 -1.819 0.20
N 0.392 1.252 -1.987 -0.51
O -1.206 -1.220 -0.114 -0.50
```

Results
Highest occupied orbital energy = -0.30979 Eh
Kohn-Sham gap = 9.369 eV


Energetically preferred structure: #A | next structure: +86.8 kJ/mol